P | ORCA calculation (ωB97M-V/def2-TZVPD) on 2 unconnected molecules or ions with the total composition C3H9NS.

Values from the calculation:
Gap between HOMO and LUMO = 4.9 eV
Charge = 0

Atoms and positions in Å:
S -2.691 -1.599 0.901
H -1.929 -2.583 1.406
C 0.912 -1.131 -0.671
C 0.031 -0.144 0.047
C 0.203 2.254 0.323
N 0.218 1.219 -0.424
H 0.851 -1.030 -1.756
H 1.963 -1.039 -0.392
H 0.575 -2.130 -0.402
H -1.053 -0.416 -0.010
H 0.222 -0.123 1.117
H 0.332 3.238 -0.104
H 0.108 2.125 1.393
H 0.258 1.360 -1.429

Atom charges from the Mulliken analysis, given in e for atoms 1 to 8: -0.674, 0.000, -1.118, 0.121, -0.200, -0.030, 0.358, 0.341

***

Q | ORCA calculation (ωB97M-V/def2-TZVPD) on a single C3H9NS molecule.

Values from the calculation:
Gap between HOMO and LUMO = 9.7 eV
Charge = 0

Atoms and positions in Å:
C 0.519 1.292 1.051
N 0.430 -0.148 1.133
C 0.840 -0.906 -0.088
S 0.244 -0.170 -1.637
C -1.508 -0.444 -1.336
H 1.372 1.675 0.460
H 0.507 1.650 2.079
H -0.300 1.752 0.491
H 1.132 -0.434 1.807
H 1.934 -0.945 -0.119
H 0.471 -1.927 -0.018
H -1.763 0.076 -0.414
H -2.082 0.020 -2.134
H -1.795 -1.491 -1.277

Atom charges from the Mulliken analysis, given in e for atoms 1 to 8: -0.835, -0.439, -0.546, -0.095, -0.833, 0.297, 0.354, 0.259

***

Most stable to least stable, the ends of the list are Q and P.

***

P | ORCA calculation (ωB97M-V/def2-TZVPD) on 2 unconnected molecules or ions with the total composition C4H10NO3.

Values from the calculation:
Gap between HOMO and LUMO = 7.6 eV
Charge = -1

Atoms and positions in Å:
O -2.143 -0.192 -0.274
C -1.002 -0.495 0.254
N -0.193 -1.394 -0.341
C 1.342 -1.503 -0.285
O 2.083 -0.437 -0.558
C -0.845 -0.005 1.732
C -0.337 1.441 1.749
H -0.394 -1.410 -1.387
H 1.571 -2.411 -0.940
H 1.525 -1.868 0.749
H -1.665 -0.094 2.425
H -0.026 -0.653 2.179
H 0.203 1.581 2.658
H -1.220 2.110 1.649
H 0.396 1.546 0.934
H 1.538 1.714 -1.834
H 0.145 1.273 -1.657
O 0.601 2.046 -2.054

Atom charges from the Mulliken analysis, given in e for atoms 1 to 8: -0.700, 0.306, -0.132, -0.627, -0.794, -0.386, -1.003, 0.336

***

Q | ORCA calculation (ωB97M-V/def2-TZVPD) on 2 unconnected molecules or ions with the total composition C4H10NO3.

Values from the calculation:
Gap between HOMO and LUMO = 8.2 eV
Charge = -1

Atoms and positions in Å:
C 2.215 -0.140 -0.184
C 0.917 -0.320 -1.006
N 0.042 0.816 -0.769
C -1.413 0.525 -0.929
C -1.919 -0.728 -0.205
O -1.675 -0.860 1.030
O -2.555 -1.543 -0.917
H 2.875 -0.993 -0.346
H 1.921 -0.076 0.859
H 2.719 0.761 -0.534
H 1.169 -0.396 -2.072
H 0.514 -1.318 -0.770
H 0.162 1.079 0.200
H -1.550 0.361 -1.996
H -1.904 1.405 -0.511
H -0.634 0.030 2.088
H -0.733 0.707 3.409
O -0.152 0.691 2.652

Atom charges from the Mulliken analysis, given in e for atoms 1 to 8: -1.159, -0.265, -0.504, -0.609, 0.605, -0.787, -0.758, 0.363

***

Most stable to least stable, the ends of the list are Q and P.

***

P | ORCA calculation (ωB97M-V/def2-TZVPD) on a molecular structure, C9H16O3.

Values from the calculation:
Gap between HOMO and LUMO = 9.5 eV
Charge = 0

Atoms and positions in Å:
C -1.703 1.065 -1.367
C -0.762 1.540 -0.331
C 0.789 1.030 -0.476
C 0.827 -0.464 -0.003
C 0.462 -0.449 1.580
C -1.114 -0.051 1.554
C -1.106 1.442 1.164
C 2.243 -2.049 -1.061
C 0.661 -2.364 -1.327
H -2.383 -0.001 -1.162
H -2.530 2.102 -1.644
H -0.982 1.043 -2.297
H -0.650 2.660 -0.452
H 1.321 1.657 0.339
H 1.561 1.215 -1.428
H 1.204 0.162 2.029
H 0.334 -1.598 1.864
H -1.682 -0.564 0.713
H -1.541 -0.041 2.646
H -2.116 2.046 1.538
H -0.912 2.264 3.015
H 2.516 -3.284 -0.703
H 2.862 -1.867 -2.022
H 0.448 -3.183 -0.736
H 0.157 -2.176 -2.523
O -0.100 2.005 2.109
O 2.215 -1.029 -0.179
O -0.018 -1.110 -0.840

Atom charges from the Mulliken analysis, given in e for atoms 1 to 8: -0.912, -0.074, -1.208, 1.064, -1.000, -0.515, -0.009, -0.363

***

Q | ORCA calculation (ωB97M-V/def2-TZVPD) on a single C9H16O3 molecule.

Values from the calculation:
Gap between HOMO and LUMO = 10.4 eV
Charge = 0

Atoms and positions in Å:
C 1.376 2.146 0.093
C 1.628 0.773 -0.637
C 0.376 0.237 -1.325
C -0.832 -0.116 -0.470
C -0.427 -1.274 0.564
C 0.978 -0.912 1.171
C 2.173 -0.364 0.258
O 2.614 -1.478 -0.498
O -1.790 -0.607 -1.310
C -2.904 -0.724 -0.435
C -2.683 0.546 0.535
O -1.349 0.894 0.361
H 1.840 3.097 -0.337
H 0.223 2.268 0.112
H 1.606 1.805 1.194
H 2.434 0.794 -1.393
H 0.721 -0.604 -2.050
H 0.115 1.002 -2.130
H -0.265 -2.379 0.025
H -1.131 -1.417 1.367
H 0.859 -0.033 1.920
H 1.406 -1.743 1.831
H 2.997 -0.142 0.935
H 3.057 -1.080 -1.210
H -2.843 -1.770 0.155
H -3.963 -0.723 -0.928
H -2.978 0.248 1.648
H -3.240 1.556 0.551

Atom charges from the Mulliken analysis, given in e for atoms 1 to 8: -1.026, 0.429, -1.174, 1.326, -0.762, -0.887, -0.461, -0.549

***

Most stable to least stable, the ends of the list are Q and P.

***

P | ORCA calculation (ωB97M-V/def2-TZVPD) on a molecular structure, C2H8NO2.

Values from the calculation:
Gap between HOMO and LUMO = 8.0 eV
Charge = -1

Atoms and positions in Å:
C 1.603 1.450 1.801
O 1.316 1.256 0.459
H 1.766 0.494 2.332
H 2.575 2.003 1.853
H 0.960 2.170 2.386
N -1.567 -1.045 -1.895
C -1.151 -1.355 -0.528
O -0.337 -0.404 -0.007
H -2.204 -0.249 -1.921
H -0.791 -0.809 -2.500
H -2.048 -1.578 0.078
H -0.623 -2.370 -0.581
H 0.695 0.311 0.354

Atom charges from the Mulliken analysis, given in e for atoms 1 to 8: -0.585, -0.625, 0.214, 0.191, 0.173, -0.679, -0.416, -0.718

***

Q | ORCA calculation (ωB97M-V/def2-TZVPD) on 2 unconnected molecules or ions with the total composition C2H8NO2.

Values from the calculation:
Gap between HOMO and LUMO = 8.2 eV
Charge = -1

Atoms and positions in Å:
C 1.544 1.400 0.263
O 0.910 1.546 -1.029
H 2.592 1.677 0.276
H 1.266 0.399 0.501
H 1.075 2.065 1.072
N -0.250 -1.765 0.271
C -1.463 -0.712 0.018
O -1.259 0.479 -0.714
H 0.222 -1.728 -0.638
H -0.714 -2.608 0.301
H -1.678 -0.484 1.150
H -2.187 -1.271 -0.521
H -0.056 1.001 -0.950

Atom charges from the Mulliken analysis, given in e for atoms 1 to 8: -0.421, -0.672, 0.232, 0.155, 0.127, -0.721, -0.328, -0.732

***

R | ORCA calculation (ωB97M-V/def2-TZVPD) on 2 unconnected molecules or ions with the total composition C2H8NO2.

Values from the calculation:
Gap between HOMO and LUMO = 8.4 eV
Charge = -1

Atoms and positions in Å:
C -0.795 -0.833 -0.065
O -1.526 0.248 -0.420
C 0.630 -0.890 -0.704
N 1.580 0.089 -0.022
H -1.424 -1.716 -0.374
H -0.517 -0.927 1.034
H 0.466 -0.815 -1.805
H 1.068 -1.971 -0.512
H 1.790 -0.259 0.999
H 1.074 0.999 0.129
H -0.865 2.904 0.672
H -1.081 1.121 0.125
O -0.398 2.050 0.942

Atom charges from the Mulliken analysis, given in e for atoms 1 to 8: -0.484, -0.635, -0.408, -0.721, 0.290, 0.248, 0.233, 0.220

***

Most stable to least stable, the ends of the list are R and Q.

***

P | ORCA calculation (ωB97M-V/def2-TZVPD) on 2 unconnected molecules or ions with the total composition C2H8NO2.

Values from the calculation:
Gap between HOMO and LUMO = 7.3 eV
Charge = -1

Atoms and positions in Å:
C 0.199 -0.691 -2.299
O 1.352 0.128 -2.081
H -0.176 -0.755 -3.311
H -0.569 -0.383 -1.565
H 0.547 -1.726 -2.051
N -1.380 -0.477 2.115
C -0.209 0.545 1.873
O 0.219 0.581 0.596
H -1.522 -0.920 1.169
H -2.155 0.173 2.185
H 0.534 0.322 2.651
H -0.640 1.517 2.244
H 1.086 0.451 -1.199

Atom charges from the Mulliken analysis, given in e for atoms 1 to 8: -0.475, -0.568, 0.237, 0.176, 0.163, -0.764, -0.321, -0.816

***

Q | ORCA calculation (ωB97M-V/def2-TZVPD) on 2 unconnected molecules or ions with the total composition C2H8NO2.

Values from the calculation:
Gap between HOMO and LUMO = 7.5 eV
Charge = -1

Atoms and positions in Å:
C 0.482 0.821 2.357
O -0.867 0.565 2.059
H 0.934 -0.022 2.884
H 1.051 0.982 1.436
H 0.555 1.731 2.955
N -0.026 -1.534 -2.122
C -0.496 -0.130 -1.746
O -0.468 0.112 -0.445
H 0.840 -1.463 -2.643
H 0.235 -1.956 -1.236
H 0.151 0.563 -2.346
H -1.502 -0.053 -2.232
H -0.888 0.384 1.081

Atom charges from the Mulliken analysis, given in e for atoms 1 to 8: -0.516, -0.625, 0.176, 0.219, 0.202, -0.705, -0.358, -0.737

***

R | ORCA calculation (ωB97M-V/def2-TZVPD) on 2 unconnected molecules or ions with the total composition C2H8NO2.

Values from the calculation:
Gap between HOMO and LUMO = 7.9 eV
Charge = -1

Atoms and positions in Å:
C 0.077 -0.462 0.604
O -1.055 0.038 0.277
C 0.886 -1.157 -0.650
N 1.056 -0.143 -1.777
H -0.004 -1.291 1.434
H 0.940 0.152 1.053
H 0.533 -2.206 -0.933
H 1.908 -1.440 -0.378
H 1.673 0.549 -1.319
H 0.085 0.277 -1.721
H -2.745 2.152 1.268
H -1.499 1.384 0.840
O -1.857 2.148 1.304

Atom charges from the Mulliken analysis, given in e for atoms 1 to 8: -0.360, -0.827, -0.593, -0.723, 0.166, 0.188, 0.242, 0.305

***

S | ORCA calculation (ωB97M-V/def2-TZVPD) on 2 unconnected molecules or ions with the total composition C2H8NO2.

Values from the calculation:
Gap between HOMO and LUMO = 8.1 eV
Charge = -1

Atoms and positions in Å:
C 0.430 0.368 -0.586
O 0.173 -0.348 0.532
C -0.740 0.305 -1.589
N -2.068 0.418 -0.979
H 1.322 0.004 -1.137
H 0.657 1.439 -0.372
H -0.712 -0.668 -2.101
H -0.660 1.097 -2.345
H -2.124 1.317 -0.496
H -2.087 -0.250 -0.214
H 2.146 0.044 2.613
H 1.176 -0.562 1.439
O 1.937 -0.805 2.190

Atom charges from the Mulliken analysis, given in e for atoms 1 to 8: -0.332, -0.787, -0.589, -0.731, 0.220, 0.214, 0.300, 0.346

***

Most stable to least stable, the ends of the list are S and P.

***

P | ORCA calculation (ωB97M-V/def2-TZVPD) on a molecular structure, C5H10NO.

Values from the calculation:
Gap between HOMO and LUMO = 10.2 eV
Charge = +1

Atoms and positions in Å:
C -1.946 -1.045 -0.813
C -1.484 0.664 1.379
C -0.964 -0.383 -0.234
C 1.501 -0.918 0.466
C 0.512 -0.231 -0.571
N 0.915 1.321 -0.534
O -0.696 1.488 1.749
H -1.734 -1.602 -1.705
H -2.939 -1.099 -0.411
H -2.514 0.625 1.651
H 1.722 -1.908 0.282
H 2.470 -0.494 0.211
H 1.248 -0.801 1.532
H 0.806 -0.598 -1.585
H 0.374 1.849 -1.165
H 1.921 1.488 -0.674
H 0.809 1.645 0.422

Atom charges from the Mulliken analysis, given in e for atoms 1 to 8: -0.856, 0.032, 0.039, -1.233, 0.314, -0.349, -0.452, 0.293

***

Q | ORCA calculation (ωB97M-V/def2-TZVPD) on 3 unconnected molecules or ions with the total composition C5H10NO.

Values from the calculation:
Gap between HOMO and LUMO = 8.4 eV
Charge = +1

Atoms and positions in Å:
C -0.893 0.569 -3.057
C 2.179 -0.898 2.266
C 0.883 -0.759 1.633
C 0.368 0.006 0.603
C -1.548 -0.277 -0.796
N -1.215 0.125 -1.938
O -0.903 -0.368 0.297
H -1.129 1.650 -3.296
H 2.682 -1.755 1.918
H 2.827 -0.151 2.009
H 2.024 -1.049 3.339
H 0.239 -1.374 2.106
H -1.378 2.277 -0.556
H -0.564 -0.181 -3.857
H 0.841 0.670 -0.107
H -2.668 -0.656 -0.772
H -1.744 2.169 0.208

Atom charges from the Mulliken analysis, given in e for atoms 1 to 8: -0.160, -1.265, 0.025, -0.182, 0.052, 0.094, -0.231, 0.269

***

R | ORCA calculation (ωB97M-V/def2-TZVPD) on a gas-phase ion, C5H10NO (charge +1).

Values from the calculation:
Gap between HOMO and LUMO = 9.6 eV
Charge = +1

Atoms and positions in Å:
N -2.470 0.532 -0.886
C -1.758 0.447 0.435
C -0.745 -0.375 0.629
C 0.475 0.097 1.369
C 1.574 0.636 0.406
C 2.066 -0.372 -0.617
O 1.321 -1.149 -1.157
H -2.471 1.478 -1.264
H -3.385 0.075 -0.922
H -1.877 -0.001 -1.533
H -2.062 1.276 1.058
H -0.556 -1.222 -0.018
H 0.965 -0.600 2.046
H 0.218 0.995 1.935
H 2.351 1.152 0.959
H 1.115 1.403 -0.232
H 3.125 -0.270 -0.911

Atom charges from the Mulliken analysis, given in e for atoms 1 to 8: -0.301, -0.337, -0.305, -0.676, -0.548, 0.056, -0.469, 0.369

***

Most stable to least stable, the ends of the list are R and Q.